Entry 1:
Entry from the OMol25 dataset: a molecular structure, C43H40ClN6OPSSn (ωB97M-V/def2-TZVPD).

Calculated values
Molar mass (g mol⁻¹): 874.0
E_tot (hartree): -3480.43155
Spin multiplicity: 1
Energy relative to the best compared isomer or geometry (same formula, charge and spin) (kJ/mol): 0.0
Net charge: 0
Highest occupied orbital energy (eV): -5.781
Gap between HOMO and LUMO (eV): 5.54

Each line ends with the Mulliken charge.
Atoms and positions in Å:
Sn: -0.3267 -0.0886 -0.5171  1.582
Cl: -2.2588 -7.4228 1.1328  -0.263
S: -2.7312 -1.0885 1.7434  -0.381
P: 2.1846 1.6486 -0.9534  0.443
O: 0.5356 -2.4284 -0.1075  -0.425
N: -1.8499 -3.2376 3.0019  0.421
N: -2.0354 -1.6463 -1.4533  0.707
N: 2.9246 2.0865 0.5559  0.238
N: 1.6697 0.4341 1.5515  0.691
N: -1.1910 0.4766 -2.9565  -0.025
N: -3.5950 -2.0723 4.0191  -0.170
C: 0.4187 -4.4503 1.0735  -0.687
C: -2.1854 -2.9071 -1.2356  -0.782
C: -0.3614 3.9380 0.2779  -0.200
C: -0.1270 -3.4702 0.1723  -0.134
C: 4.1612 4.9879 -3.4702  -0.469
C: 4.4009 3.0531 -2.0592  -0.640
C: -4.7761 0.4742 -3.8760  -0.794
C: 1.3127 -0.2917 2.6142  -0.468
C: -1.5730 2.2377 -4.5296  -1.023
C: 3.3838 -1.7422 -2.8527  -0.677
C: 4.3194 -0.2315 -0.7154  -0.491
C: 4.9706 4.0729 -2.8058  -0.677
C: -1.4315 -4.0858 4.1064  -1.315
C: 3.1696 0.1666 -1.3890  0.772
C: 2.7304 0.9704 4.0455  -0.558
C: 1.8098 -0.0645 3.8799  -0.796
C: 5.0051 -1.3690 -1.1190  -0.724
C: -5.2126 -0.5395 -3.0728  -0.993
C: -2.0305 -5.0173 -0.0876  -1.176
C: -2.8949 1.9098 -4.6219  -0.790
C: -4.1138 -3.0893 4.9231  -1.049
C: 3.1097 1.7228 2.9565  -0.916
C: 2.7813 4.8857 -3.3831  -0.935
C: -1.0538 2.8503 0.8346  0.638
C: 3.0136 2.9403 -1.9678  0.148
C: -1.4255 -3.7746 -0.3787  1.268
C: 2.6983 -0.6073 -2.4481  -0.257
C: -1.7005 1.8355 -0.0089  -1.956
C: -1.4517 -5.9184 0.7597  0.085
C: 4.5424 -2.1209 -2.1904  -0.593
C: -3.4088 0.8323 -3.8672  0.870
C: 0.1778 4.8226 2.4533  -0.541
C: 2.2106 3.8635 -2.6338  0.224
C: 2.5420 1.4230 1.7123  -0.358
C: -0.7518 1.4859 -3.6693  -0.124
C: -2.9683 -0.9726 -2.2538  -0.394
C: -1.1160 2.7944 2.2373  -0.363
C: -2.5011 0.1255 -3.0424  0.413
C: -0.2080 -5.6360 1.3466  -0.528
C: -4.3145 -1.2580 -2.2612  -0.446
C: -2.7152 -2.2159 3.0048  0.644
C: -0.5153 3.7609 3.0272  -0.594
C: 0.2440 4.9038 1.0669  -0.585
H: 5.9011 -1.6724 -0.5915  0.420
H: -0.3283 4.0293 -0.8037  0.301
H: 3.1808 3.0551 0.6702  0.310
H: 5.0774 -3.0106 -2.4990  0.381
H: -1.6584 1.9748 2.6997  0.352
H: -2.5802 1.4047 0.4711  0.689
H: 3.1472 1.1841 5.0216  0.414
H: -3.9606 -4.0850 4.5166  0.341
H: -5.1861 -2.9411 5.0341  0.349
H: -1.9781 2.2414 -0.9862  0.554
H: 0.2497 -6.3679 2.0016  0.478
H: 4.6093 5.7814 -4.0562  0.382
H: -3.5649 2.4741 -5.2610  0.413
H: 6.0482 4.1596 -2.8708  0.406
H: 1.1320 3.7849 -2.5505  0.048
H: -3.6585 -3.0344 5.9130  0.298
H: 4.6694 0.3389 0.1359  0.395
H: 0.6423 5.5780 3.0757  0.393
H: -1.9664 -5.0375 4.1271  0.294
H: -1.3188 -3.3199 2.1469  -0.434
H: 5.0321 2.3335 -1.5509  0.371
H: -4.1344 -1.2295 3.9292  0.273
H: -5.4666 1.0339 -4.4953  0.406
H: -0.3722 -4.3021 3.9821  0.384
H: -6.2648 -0.7926 -3.0444  0.390
H: -0.5892 3.6900 4.1067  0.413
H: 0.7562 5.7371 0.5969  0.407
H: 1.4842 -0.6678 4.7165  0.487
H: 3.0035 -2.3415 -3.6702  0.435
H: -1.5665 -3.5752 5.0570  0.500
H: 2.1508 5.6055 -3.8918  0.424
H: 3.8237 2.5321 3.0466  0.493
H: -1.1547 3.0648 -5.0889  0.463
H: -4.6904 -2.0301 -1.6014  0.592
H: 1.7752 -0.3283 -2.9493  0.062
H: 0.5905 -1.0815 2.4221  0.325
H: 0.3028 1.7238 -3.5657  0.515
H: -2.9963 -5.2414 -0.5271  0.423
H: 1.3835 -4.2162 1.5089  0.432
H: -3.0160 -3.4080 -1.7452  0.573

***

Entry 2:
Entry from the OMol25 dataset: C26H28N2O2 in the gas phase (ωB97M-V/def2-TZVPD).

Calculated values
SMILES: CCC(NCCc1c(C)[nH]c2ccccc12)=C1C(=O)CC(c2ccccc2)CC1=O
Molar mass (g mol⁻¹): 400.5
E_tot (hartree): -1267.60321
Spin multiplicity: 1
Energy relative to the best compared isomer or geometry (same formula, charge and spin) (kJ/mol): 3.7
Net charge: 0
Highest occupied orbital energy (eV): -7.824
Gap between HOMO and LUMO (eV): 8.47

Each line ends with the Mulliken charge.
Atoms and positions in Å:
O: 3.7098 -1.1696 -1.5842  -0.707
O: 0.4683 1.4894 0.5722  -0.779
N: -0.2426 0.1977 -1.5092  -0.104
N: -3.2856 1.8644 1.2765  0.010
C: -5.0172 3.3533 -2.1150  -0.832
C: 2.5189 1.1164 1.6540  -1.299
C: 3.9625 -2.2346 2.7738  -0.461
C: 1.1712 -1.5029 -2.4927  -1.232
C: -4.3370 2.1560 -2.1028  -0.354
C: 1.9127 -0.0138 -0.5553  0.873
C: 0.9315 -0.4051 -1.4987  0.107
C: -5.1455 4.1293 -0.9606  -0.440
C: -3.0175 0.5673 -0.5239  0.550
C: 1.6377 -0.9283 -3.8332  -1.178
C: 2.2136 -3.8311 3.1405  -0.492
C: -1.4010 -0.0458 -2.3261  -0.961
C: 1.5494 0.8875 0.5123  0.575
C: -3.9126 2.5178 0.2564  -0.575
C: 4.2464 -0.1235 0.4527  -1.249
C: 3.0477 -1.3044 2.2893  -0.017
C: -2.5866 -0.5120 -1.4615  -1.566
C: -4.5991 3.7236 0.2386  -0.932
C: 1.2938 -2.9127 2.6687  -0.808
C: 3.5535 -3.4860 3.1936  -0.687
C: 3.5709 0.0306 1.8129  0.190
C: -3.7694 1.7227 -0.9053  1.234
C: 1.7073 -1.6603 2.2465  0.686
C: 3.2771 -0.5127 -0.6493  0.634
C: -1.9903 -0.1890 1.7418  -1.407
C: -2.7376 0.6959 0.8102  0.505
H: -2.6023 -0.4416 2.6080  0.582
H: 0.2449 -3.1698 2.6284  0.421
H: 5.0340 -0.8788 0.4743  0.423
H: 4.7079 0.8256 0.1617  0.400
H: 1.8897 -4.8081 3.4674  0.397
H: 2.6161 -0.4747 -3.7067  0.372
H: 0.9445 -0.1764 -4.2049  0.315
H: -1.0960 0.3241 2.0939  0.258
H: -1.6724 0.8999 -2.8074  0.454
H: 0.9689 -0.9636 1.8838  -0.139
H: -1.6916 -1.1075 1.2452  0.118
H: 4.3200 0.3699 2.5397  0.517
H: 5.0099 -1.9712 2.8237  0.442
H: -1.1929 -0.7806 -3.1031  0.560
H: 1.9343 1.2536 2.5672  0.321
H: 3.0196 2.0696 1.4534  0.461
H: 4.2809 -4.1933 3.5644  0.376
H: -5.4636 3.7057 -3.0336  0.380
H: -4.2499 1.5629 -3.0019  0.408
H: 1.9429 -2.1730 -2.1210  0.491
H: -3.4136 -0.7699 -2.1265  0.497
H: -3.1850 2.2051 2.2172  0.223
H: -5.6853 5.0634 -1.0117  0.382
H: 0.2534 -2.0783 -2.6278  0.518
H: -0.3667 0.8987 -0.7604  0.419
H: -4.6999 4.3216 1.1326  0.395
H: 1.7209 -1.7249 -4.5679  0.361
H: -2.2988 -1.4089 -0.9104  0.364

***

Entry 3:
Entry from the OMol25 dataset: a molecular structure, C38H40N8O5RhS4 at a distorted geometry (ωB97M-V/def2-TZVPD).

Calculated values
Molar mass (g mol⁻¹): 920.0
E_tot (hartree): -3989.29898
Spin multiplicity: 1
Energy relative to the best compared isomer or geometry (same formula, charge and spin) (kJ/mol): 253.1
Net charge: +1
Highest occupied orbital energy (eV): -10.000
Gap between HOMO and LUMO (eV): 5.51

Each line ends with the Mulliken charge.
Atoms and positions in Å:
Rh: -0.4235 0.7653 0.8592  -0.083
S: 0.4658 -2.6989 2.1696  1.093
S: -0.2400 2.9387 3.7104  0.131
S: -2.2565 5.4981 2.6606  -0.004
S: 0.3028 5.7204 0.1260  -0.044
O: 1.1864 -3.3262 -3.9596  -0.707
O: 1.4334 -2.6472 3.2276  -0.786
O: -1.6784 2.1986 0.4169  -0.958
O: 1.2330 2.9570 -5.4517  -0.422
O: 0.9132 -2.9711 0.8249  -0.703
N: -0.2656 -1.2033 2.0283  -0.270
N: -0.7106 -0.6595 -0.7059  0.959
N: -1.4587 -1.4188 4.1036  -0.372
N: -3.1826 -7.1983 3.2935  -0.473
N: 2.8286 -2.7130 -2.5243  0.277
N: 1.2034 1.9944 -2.8476  0.851
N: 0.9826 1.4885 -0.4568  -0.331
N: -1.5077 0.5099 2.7467  0.434
C: 2.1695 3.0432 2.9015  -1.060
C: 4.3647 -4.6080 -3.0598  -1.130
C: 3.9982 -0.8614 -1.3150  -1.270
C: 0.1600 1.5490 -3.8019  -0.327
C: 1.5254 -2.8326 -2.8906  -0.242
C: 1.3689 3.1497 1.7505  -0.604
C: -1.8610 -1.3382 -0.7845  -0.574
C: -2.9027 0.4100 4.6467  -1.136
C: -0.7847 -4.4776 3.8204  -0.339
C: 2.1631 3.4726 -4.5107  -0.673
C: 3.8301 -3.2402 -3.4676  -0.735
C: -0.7083 -3.9506 2.5347  -0.327
C: 0.3787 -2.3212 -2.0374  0.570
C: 3.3533 -2.2520 -1.2367  -0.245
C: -3.6576 3.6471 1.6237  -0.635
C: 1.4182 2.9224 4.0359  -0.554
C: -2.2654 -5.5955 1.7480  -0.893
C: -0.8241 -3.0026 -2.1361  -0.267
C: -1.9508 -2.5081 -1.5024  -1.516
C: -1.4338 -4.5215 1.4996  -0.124
C: -2.3625 4.0529 1.7271  -1.349
C: -4.5721 4.4946 2.3218  -0.641
C: -3.9471 5.5349 2.9247  -0.623
C: -1.1789 3.3864 1.0031  5.265
C: 0.3894 -1.1494 -1.3110  -0.395
C: -1.6145 -5.5449 4.0730  -0.885
C: -0.0117 2.6227 -4.8517  -0.565
C: -2.3673 -6.1264 3.0395  1.136
C: 1.0809 1.7534 -1.5751  0.004
C: -1.0784 -0.7416 3.0139  0.408
C: 2.4814 2.4418 -3.4480  -0.601
C: 0.0732 6.2800 -1.4757  -0.726
C: -0.7506 5.4569 -2.1718  -0.745
C: -0.0028 3.0669 1.9895  -0.494
C: -2.3391 -0.8413 4.9025  -0.358
C: -1.2068 4.3468 -1.3905  -0.594
C: -2.4386 1.0612 3.5367  0.340
C: -0.7265 4.3576 -0.1172  -1.016
H: -3.6498 0.8573 5.2890  0.495
H: -1.8882 3.5780 -1.7409  0.629
H: -5.6422 4.3303 2.3623  0.414
H: 2.9829 1.5866 -3.9005  0.354
H: 1.2810 -0.5496 -1.2541  1.073
H: -1.0485 5.6471 -3.1977  0.454
H: 4.9121 -4.5732 -2.1166  0.326
H: -2.7167 -0.9051 -0.2867  0.554
H: -1.6844 -5.9623 5.0722  0.305
H: 3.5414 -5.3181 -2.9570  0.286
H: -0.1765 -4.0377 4.6000  0.480
H: 3.4522 -0.2050 -2.0016  0.064
H: 5.0475 -4.9776 -3.8270  0.403
H: -0.4615 3.5065 -4.4005  0.149
H: -3.9443 2.7729 1.0502  0.485
H: 0.5426 7.1972 -1.8059  0.522
H: 1.7608 2.8290 5.0600  0.521
H: -4.3803 6.3338 3.5135  0.497
H: -3.6945 -7.6425 2.5597  0.180
H: -2.6173 -1.4098 5.7876  0.458
H: 4.6421 -2.5149 -3.5321  0.372
H: 5.0334 -0.9114 -1.6602  0.504
H: 3.0665 3.7180 -5.0615  0.400
H: 3.3552 -3.3158 -4.4355  0.423
H: -0.7702 1.3814 -3.2612  0.377
H: -2.9043 -3.0137 -1.5818  0.469
H: 4.0038 -0.3992 -0.3221  0.421
H: -0.6552 2.2542 -5.6465  0.385
H: 1.7861 3.3085 0.7756  0.683
H: 3.1167 2.8703 -2.6779  0.493
H: 2.5714 -2.2868 -0.4923  -0.012
H: -2.7937 2.0465 3.2657  0.218
H: 4.1054 -2.9654 -0.9054  0.464
H: 3.2510 3.0836 2.8938  0.516
H: -2.8281 -6.0541 0.9414  0.308
H: 1.7675 4.3778 -4.0378  0.285
H: -3.2405 -7.5887 4.2122  0.181
H: -0.8741 -3.9031 -2.7363  0.615
H: 0.4780 0.6174 -4.2716  0.270
H: -1.3229 -4.1339 0.4972  0.306

***

Which of these has the lowest E_tot?
C38H40N8O5RhS4

***

Number 3 is which compound?
C38H40N8O5RhS4